[1]
70
Properties=species:S:1:pos:R:3 method="wB97M-V/def2-TZVPD" orbital_gap_ev="7.462 / 7.390" spin_multiplicity=3 e_above_lowest_ev=0.6095 lumo_energy_ev="-3.47 / -3.41" charge=+1
V -0.49905 -0.90879 1.62385
O -1.62829 -4.51806 2.48295
C -1.25176 -3.39581 2.62823
N -1.76855 -2.22153 2.02385
C -3.05052 -2.17127 1.43532
O -3.92163 -2.98469 1.51352
C -3.25193 -0.86161 0.69613
C -4.47832 -0.53224 0.17576
C -4.61962 0.69284 -0.45603
C -3.52989 1.54743 -0.52197
C -2.33031 1.14313 0.02414
N -2.17466 -0.05380 0.61072
C -0.07568 -3.01828 3.50912
C 0.32557 -3.79733 4.56361
C 1.34596 -3.32712 5.38124
C 1.93081 -2.10583 5.09545
C 1.48417 -1.39022 4.00358
N 0.49402 -1.83002 3.21562
H -5.29011 -1.23933 0.28045
H -5.57197 0.98406 -0.88383
H -3.60210 2.51963 -0.99000
H -1.46604 1.79145 -0.00121
H -0.16621 -4.74630 4.72670
H 1.67682 -3.90687 6.23544
H 2.73292 -1.70817 5.70368
H 1.94186 -0.44964 3.72643
C -0.53168 1.38361 3.85526
O 0.08556 1.04667 2.58437
C 0.75391 2.06628 1.91196
C 1.12430 3.26429 2.47591
C 1.78212 4.18542 1.66541
Br 2.32664 5.81915 2.41834
C 2.02270 3.93055 0.33264
C 1.62070 2.71457 -0.22357
C 1.02554 1.78615 0.59184
O 0.64504 0.53272 0.17328
C 1.82169 2.46034 -1.66642
N 2.78507 2.96754 -2.36651
C 2.56129 2.50723 -3.66714
C 3.29046 2.75419 -4.82895
C 2.84018 2.18678 -6.00182
C 1.68247 1.38577 -6.03568
C 0.95153 1.12579 -4.89491
C 1.42832 1.70135 -3.71625
N 0.97195 1.66448 -2.40647
H 0.22354 1.64177 4.59003
H -1.06188 0.50092 4.18790
H -1.22459 2.20695 3.72031
H 0.91633 3.50601 3.50851
H 2.51489 4.65491 -0.30476
H 1.00604 0.29761 -0.69677
H 4.17749 3.37532 -4.79826
H 3.38247 2.36165 -6.92107
H 1.35784 0.96476 -6.97913
H 0.05286 0.51781 -4.92493
H 0.08150 1.29480 -2.12089
Cl -1.87955 -1.79624 -5.06674
C -1.11633 -1.97418 -3.51590
C -1.71031 -2.75666 -2.53504
C -1.11012 -2.87006 -1.28823
C 0.07896 -2.20054 -0.98184
C 0.67198 -2.20081 0.40008
C 0.68066 -1.48444 -2.01745
C 0.09639 -1.35857 -3.27493
H -2.63644 -3.28036 -2.75141
H -1.57123 -3.51191 -0.54234
H 1.69533 -1.82847 0.39644
H 0.66513 -3.19671 0.84517
H 1.67023 -1.05118 -1.86487
H 0.59555 -0.80693 -4.06793

[2]
12
Properties=species:S:1:pos:R:3 method="wB97M-V/def2-TZVPD" orbital_gap_ev=11.511 e_above_lowest_ev=1.5592 lumo_energy_ev=0.90 charge=0
C -1.65097 -0.11941 0.21763
C -0.22936 -0.30932 -0.27831
C 0.97855 0.85387 -0.00540
C 1.71114 -0.43057 0.00388
O 2.69688 -0.86139 -0.51064
O 0.60606 -1.19931 0.46069
H -1.68050 0.13115 1.28057
H -2.29397 -0.99986 0.05672
H -2.07993 0.70007 -0.36657
H -0.22650 -0.64779 -1.32185
H 1.47668 1.69829 -0.52714
H 0.69192 1.18428 0.99042

[3]
19
Properties=species:S:1:pos:R:3 method="wB97M-V/def2-TZVPD" orbital_gap_ev=6.721 e_above_lowest_ev=3.5304 lumo_energy_ev=0.67 charge=0
C -1.74880 -0.39135 -1.09879
C -0.37278 1.78113 0.97052
C -0.81488 -0.66071 0.05624
C 0.04604 0.38355 0.64190
C 1.26310 -0.04963 0.09359
N 0.72882 -1.30412 -0.52799
C 2.54530 0.34093 -0.05219
O -1.35764 -1.61300 0.87768
H -0.94634 -1.48955 1.74828
H 0.85898 -1.35091 -1.53645
H 1.04393 -2.17026 -0.09353
H -2.55635 0.24018 -0.72925
H -1.23176 0.14851 -1.88870
H -2.17877 -1.31523 -1.48226
H 0.34457 2.23430 1.65595
H -0.43072 2.43385 0.08628
H -1.34653 1.79718 1.46457
H 2.89208 1.26108 0.38594
H 3.26175 -0.27597 -0.57179

[4]
41
Properties=species:S:1:pos:R:3 method="wB97M-V/def2-TZVPD" orbital_gap_ev="4.960 / 4.893" spin_multiplicity=4 lumo_energy_ev="4.88 / 4.88" charge=-2
Co 13.93810 21.61076 3.89856
P 12.57245 22.46433 5.54202
O 12.55838 23.23272 4.14641
O 12.33014 20.97714 5.04483
O 11.65250 22.94789 6.62392
O 14.15144 22.44318 5.79524
C 13.85995 20.33374 0.79637
O 13.69392 20.98321 1.95881
H 13.04655 19.59442 0.58709
H 13.86845 21.01229 -0.10251
H 14.82476 19.75363 0.71305
C 16.55788 25.63557 5.99947
C 16.31559 24.46882 5.06669
O 16.25254 25.00396 3.72008
C 15.72894 24.10589 2.89557
O 15.43325 23.00417 3.24109
O 15.53405 24.61952 1.67370
C 14.82205 23.71736 0.81488
H 16.42842 25.32211 7.03049
H 15.82059 26.40482 5.75259
H 17.52932 26.10492 5.81212
H 15.37669 23.94798 5.30951
H 17.11442 23.72216 5.10794
H 15.43918 22.87218 0.50894
H 14.50600 24.30396 -0.04415
H 13.95403 23.28821 1.32589
C 17.39050 20.55616 1.97469
C 17.85992 20.16726 3.35648
O 17.27540 18.91517 3.74134
C 15.97643 19.04873 4.05273
O 15.41484 20.08991 4.22162
O 15.38907 17.85760 4.14861
C 13.96664 17.96361 4.41280
H 18.05305 21.28222 1.50105
H 16.37546 20.95824 1.99460
H 17.40256 19.65727 1.35009
H 17.64262 20.91917 4.11432
H 18.94200 20.00582 3.34602
H 13.66489 16.98844 4.79442
H 13.43955 18.16826 3.48027
H 13.72910 18.76877 5.11050

[5]
12
Properties=species:S:1:pos:R:3 method="wB97M-V/def2-TZVPD" orbital_gap_ev=7.840 smiles="C=CN.SS" e_above_lowest_ev=2.0089 lumo_energy_ev=-0.16 charge=0
S -2.01010 0.32476 -0.83836
S -3.89186 -0.03102 0.03111
H -1.28675 1.46404 -0.89590
H -4.13075 -1.03608 -0.82092
C 1.22551 1.09882 0.09453
C 1.85168 -0.07451 0.23514
N 1.30102 -1.24266 0.67399
H 0.25231 1.23716 0.54826
H 1.55916 1.78976 -0.65923
H 2.81542 -0.21325 -0.23514
H 0.48818 -1.22869 1.25863
H 1.82618 -2.08834 0.60790

[6]
93
Properties=species:S:1:pos:R:3 method="wB97M-V/def2-TZVPD" orbital_gap_ev=7.738 e_above_lowest_ev=0.0000 lumo_energy_ev=0.59 charge=0
Ga -0.68135 -0.53917 -0.39434
C -0.20803 1.96464 -4.70169
C -0.81705 1.17740 -3.54723
C -2.33809 1.00547 -3.95124
P -0.06703 -0.36132 -2.85432
C -0.14764 -1.74749 -4.08402
C 0.60504 -1.66093 -5.46136
C 0.32677 -3.01107 -3.35315
C 1.63315 0.09854 -2.48295
C 2.55531 0.46547 -3.50783
C 3.82494 0.89886 -3.23996
C 4.21972 1.04016 -1.92436
C 3.30884 0.76942 -0.90970
C 2.02871 0.20547 -1.14939
N 1.24905 -0.16768 -0.05698
C 1.87661 -0.55428 1.15566
C 3.03579 -1.33469 1.10439
C 3.74896 -1.74344 2.20630
C 3.20854 -1.41338 3.46456
C 2.08591 -0.63341 3.56173
C 1.37941 -0.14259 2.43167
P -0.13053 0.90805 2.52400
C -0.94405 0.58583 4.16094
C -1.18961 -0.94603 4.20465
C -0.40255 1.04979 5.50653
C 0.64500 2.62842 2.54712
C -0.35983 3.72451 2.97765
C 1.95265 2.79233 3.34909
H -0.66402 2.97512 -4.67519
H -0.39978 1.45968 -5.65552
H 0.87728 2.14314 -4.64830
H -0.78342 1.83375 -2.67970
H -2.41754 0.34077 -4.81211
H -2.74031 1.96545 -4.20479
H -2.93644 0.58237 -3.10744
H -1.24030 -1.82236 -4.27728
H 1.66258 -1.81972 -5.27301
H 0.42278 -0.71692 -5.98289
H 0.21956 -2.46854 -6.06201
H 1.37992 -2.89580 -3.09182
H 0.28576 -3.87315 -4.02931
H -0.29331 -3.20267 -2.47323
H 2.33375 0.43511 -4.56190
H 4.48387 1.03787 -4.08797
H 5.18934 1.41137 -1.67819
H 3.68483 0.88561 0.10906
H 3.42946 -1.63157 0.13474
H 4.62326 -2.32281 2.15478
H 3.71717 -1.86501 4.33156
H 1.65698 -0.38012 4.53272
H -1.91485 1.09542 4.07617
H -0.26988 -1.54068 4.26533
H -1.86192 -1.31062 3.40567
H -1.79157 -1.14575 5.13320
H 0.60215 0.68563 5.65751
H -1.06221 0.65781 6.30221
H -0.29214 2.14477 5.63890
H 0.95311 2.78472 1.52738
H -0.67385 3.53449 4.02453
H -1.26388 3.74952 2.34888
H 0.14250 4.68419 2.97428
H 1.80183 2.50613 4.40744
H 2.34283 3.81331 3.41145
H 2.78393 2.19115 2.93942
C 1.52924 -3.82599 -0.41184
Si -0.19606 -3.88395 0.37832
C -1.16872 -5.37904 -0.14867
C 0.05070 -4.16431 2.14606
C -1.19756 -2.37459 0.03619
H 2.26701 -4.21697 0.27196
H 1.73262 -2.79319 -0.70199
H 1.57181 -4.37646 -1.36367
H -0.65985 -6.32414 0.01648
H -1.46477 -5.35428 -1.23921
H -2.10087 -5.42033 0.41834
H 0.35558 -5.19672 2.32949
H -0.93591 -4.01425 2.61407
H 0.68103 -3.42402 2.59890
H -1.92491 -2.35864 0.86842
H -1.78086 -2.64754 -0.88345
O -1.55432 2.43284 -0.35517
B -1.94918 1.09361 -0.13420
O -3.31655 1.05101 0.19956
C -3.77129 2.32841 0.16728
C -5.06044 2.85322 0.30001
C -5.23166 4.19935 0.08796
C -4.18306 5.04848 -0.17269
C -2.88965 4.55048 -0.31419
C -2.72737 3.17511 -0.19171
H -5.89680 2.17544 0.58127
H -6.23006 4.62618 0.15549
H -4.30844 6.11770 -0.33468
H -2.02573 5.12210 -0.56871

[7]
20
Properties=species:S:1:pos:R:3 method="wB97M-V/def2-TZVPD" orbital_gap_ev=8.595 e_above_lowest_ev=4.6483 lumo_energy_ev=-0.46 charge=0
C -2.34125 -2.90574 0.37377
C -2.31807 -1.78223 -0.07930
C 3.14322 0.30521 -0.15080
C 2.62806 -0.98586 -0.26205
C 2.32845 1.42596 -0.00243
C 1.23171 -1.11080 -0.26059
C 0.95069 1.24644 -0.14427
C 0.42179 0.01307 -0.16122
C -3.31867 1.13316 0.43262
Si -2.22688 0.02094 -0.59613
Cl -5.02066 0.87753 -0.02358
H -2.21830 -3.93777 0.47839
H 4.16683 0.48452 -0.15791
H 3.32169 -1.72692 -0.30442
H 2.74752 2.41750 0.15024
H 0.80421 -2.10766 -0.29495
H 0.24240 2.12110 -0.05768
H -3.13380 2.29045 0.16823
H -3.25584 1.05121 1.49605
H -3.09081 0.26025 -1.87352

[8]
7
Properties=species:S:1:pos:R:3 method="wB97M-V/def2-TZVPD" orbital_gap_ev=8.620 smiles="O=[SiH2].S" e_above_lowest_ev=2.1945 lumo_energy_ev=-0.59 charge=0
O 0.36007 -0.61798 0.33876
Si -0.11471 -2.03837 0.18646
S -0.30492 3.12342 -0.18274
H -0.03695 1.85628 0.12981
H -0.52832 -2.64703 -1.06901
H -0.28511 -2.97612 1.28707
H 0.90994 3.29981 -0.69034

Please write out number 2 again, unchanged.
12
Properties=species:S:1:pos:R:3 method="wB97M-V/def2-TZVPD" orbital_gap_ev=11.511 e_above_lowest_ev=1.5592 lumo_energy_ev=0.90 charge=0
C -1.65097 -0.11941 0.21763
C -0.22936 -0.30932 -0.27831
C 0.97855 0.85387 -0.00540
C 1.71114 -0.43057 0.00388
O 2.69688 -0.86139 -0.51064
O 0.60606 -1.19931 0.46069
H -1.68050 0.13115 1.28057
H -2.29397 -0.99986 0.05672
H -2.07993 0.70007 -0.36657
H -0.22650 -0.64779 -1.32185
H 1.47668 1.69829 -0.52714
H 0.69192 1.18428 0.99042